# 1
Computed, not measured: a cluster of 12 separate species, C37H63F9N2O27 in total at a distorted geometry, with the ωB97M-V functional and the def2-TZVPD basis.

Last column: Löwdin charge in e.
Element x y z (Å)
C1 -2.43607 -4.98315 0.07248  -0.044
C2 -1.48533 -5.95883 0.74182  -0.181
O1 -0.32455 -5.24499 1.19042  0.039
C3 0.69594 -5.17307 0.36574  -0.399
O2 0.76233 -5.63627 -0.73563  0.164
C4 1.83782 -4.29270 0.91755  -0.543
F1 1.65928 -4.00178 2.20527  0.170
F2 3.01648 -4.91221 0.79077  0.172
F3 1.87396 -3.15473 0.22895  0.167
H1 -2.02934 -4.72400 -0.90746  0.064
H2 -2.58781 -4.08677 0.67024  0.061
H3 -3.40613 -5.44793 -0.11085  0.086
H4 -1.17656 -6.75389 0.06811  0.124
H5 -1.93356 -6.38201 1.63721  0.126
C5 -1.81323 -1.32904 1.86915  -0.048
C6 -1.80304 -1.04118 0.38390  -0.174
O3 -0.43754 -0.83255 -0.02883  0.058
C7 -0.20533 0.09181 -0.91777  -0.393
O4 -0.99624 0.86170 -1.38141  0.142
C8 1.27221 0.09869 -1.37789  -0.523
F4 1.36033 -0.57760 -2.53421  0.157
F5 1.66373 1.35667 -1.57062  0.171
F6 2.07600 -0.50296 -0.50947  0.169
H6 -0.95197 -1.93182 2.16536  0.068
H7 -2.75556 -1.73501 2.22667  0.055
H8 -1.67912 -0.42635 2.47739  0.070
H9 -2.37318 -0.13030 0.21843  0.096
H10 -2.20011 -1.87233 -0.19597  0.118
C9 -2.08411 6.44021 6.19687  -0.062
C10 -1.97639 5.36880 5.14261  -0.198
O5 -1.52196 4.12516 5.71094  0.043
C11 -0.62369 3.44164 5.03376  -0.397
O6 0.14132 3.85449 4.21404  0.174
C12 -0.49913 1.97117 5.52052  -0.537
F7 0.67288 1.79436 6.11243  0.191
F8 -1.45860 1.63491 6.39983  0.154
F9 -0.61727 1.15654 4.46666  0.167
H11 -2.40013 7.34187 5.66577  0.085
H12 -1.12112 6.70205 6.63317  0.084
H13 -2.80590 6.17911 6.96605  0.081
H14 -1.26189 5.68496 4.38308  0.123
H15 -2.95567 5.20155 4.69609  0.128
C13 2.41590 -3.28272 -4.01007  -0.021
O7 3.69543 -3.92776 -3.84569  0.008
C14 4.76592 -3.22378 -4.15222  -0.644
O8 4.77289 -2.06331 -4.47563  0.116
O9 5.84735 -3.98336 -4.04289  0.007
C15 7.07129 -3.34812 -4.35084  -0.052
H16 2.12592 -3.29954 -5.05710  0.098
H17 2.45965 -2.28490 -3.59271  0.070
H18 1.72928 -3.92102 -3.46214  0.091
H19 7.07154 -3.00210 -5.38628  0.098
H20 7.87702 -4.03395 -4.12633  0.092
H21 7.20284 -2.42767 -3.77436  0.095
C16 6.28484 2.54623 0.61814  -0.034
O10 6.53853 1.19118 0.28980  0.016
C17 5.48753 0.37015 0.29870  -0.592
O11 4.36016 0.66741 0.58435  0.116
O12 5.93670 -0.83342 -0.04610  0.021
C18 5.05297 -1.94256 -0.01334  -0.031
H22 5.25600 2.82711 0.42638  0.069
H23 7.02622 3.17729 0.13722  0.098
H24 6.46049 2.71022 1.69026  0.101
H25 4.50433 -2.04446 -0.95167  0.095
H26 4.35236 -1.95064 0.81821  0.072
H27 5.68138 -2.82807 0.06772  0.100
C19 3.53902 3.57682 -2.57430  -0.050
O13 2.96868 4.86539 -2.67387  0.017
C20 3.72653 5.88422 -2.28656  -0.622
O14 4.86405 5.81710 -1.90041  0.127
O15 3.00028 6.98932 -2.37324  0.014
C21 3.70946 8.19500 -2.19807  -0.053
H28 4.53594 3.47201 -3.00557  0.105
H29 2.84838 2.87367 -3.02236  0.089
H30 3.68188 3.29870 -1.52920  0.068
H31 4.58278 8.25287 -2.85282  0.100
H32 4.08725 8.28152 -1.17799  0.098
H33 3.05504 9.02456 -2.43963  0.094
C22 -7.44492 -3.52826 -3.87869  -0.039
O16 -6.20167 -2.90056 -3.59772  0.000
C23 -6.24208 -1.82737 -2.82314  -0.636
O17 -7.24354 -1.31699 -2.38043  0.118
O18 -5.01846 -1.40515 -2.62961  0.013
C24 -4.84005 -0.24750 -1.83408  -0.046
H34 -7.29375 -4.18252 -4.73237  0.092
H35 -8.19636 -2.78473 -4.13696  0.096
H36 -7.75944 -4.12287 -3.02172  0.097
H37 -3.79683 0.05003 -1.90773  0.081
H38 -5.06262 -0.44242 -0.78517  0.057
H39 -5.49765 0.55629 -2.17037  0.101
C25 1.97924 3.31954 0.60856  -0.028
O19 0.88690 2.50406 1.02871  0.004
C26 -0.29569 3.10220 1.05833  -0.624
O20 -0.53349 4.22758 0.72103  0.137
O21 -1.19476 2.19868 1.44663  -0.014
C27 -2.52932 2.59452 1.66897  -0.044
H40 1.82670 3.67794 -0.40608  0.084
H41 2.86769 2.71342 0.75826  0.076
H42 2.10000 4.22142 1.21488  0.109
H43 -3.16084 1.82051 1.24201  0.085
H44 -2.72860 3.58726 1.26917  0.087
H45 -2.78490 2.66512 2.73255  0.094
C28 -2.48219 -3.81409 -3.94121  -0.021
O22 -2.60207 -2.44899 -4.31270  0.004
C29 -1.51241 -1.74100 -4.54483  -0.609
O23 -0.38015 -2.14488 -4.44676  0.122
O24 -1.88358 -0.50235 -4.84511  0.022
C30 -0.86846 0.48516 -4.87625  -0.037
H46 -1.79706 -3.88315 -3.09347  0.081
H47 -2.11341 -4.44168 -4.74838  0.101
H48 -3.48570 -4.07303 -3.61888  0.090
H49 -1.35718 1.44182 -4.69374  0.095
H50 -0.39602 0.54964 -5.85804  0.101
H51 -0.09272 0.38215 -4.12468  0.070
C31 1.98881 -0.77561 2.68006  -0.027
O25 2.34657 -0.74170 4.05533  0.028
C32 1.57529 -1.42413 4.89576  -0.622
O26 0.73242 -2.23552 4.61041  0.118
O27 1.92077 -1.06129 6.12694  -0.004
C33 1.23130 -1.70023 7.19466  -0.040
H52 2.72489 -1.35480 2.12796  0.071
H53 1.98188 0.23172 2.26170  0.091
H54 0.99377 -1.17801 2.51750  0.066
H55 1.19144 -2.78106 7.04612  0.095
H56 0.19527 -1.36028 7.23781  0.095
H57 1.77603 -1.47390 8.10335  0.094
C34 -3.09047 3.25413 -1.53947  -0.071
C35 -3.76668 3.47707 -2.81482  -0.279
N1 -4.30085 3.68438 -3.80639  0.127
H58 -2.09726 2.86855 -1.77246  0.067
H59 -3.64845 2.56327 -0.91985  0.063
H60 -2.89759 4.20070 -1.03661  0.083
C36 -6.50151 -2.84201 3.02946  -0.061
C37 -5.69876 -2.41040 1.90364  -0.237
N2 -5.04800 -2.10690 1.00881  0.177
H61 -7.05650 -3.75557 2.81604  0.087
H62 -7.22971 -2.09160 3.33133  0.086
H63 -5.87483 -3.07418 3.89120  0.087

Values from the calculation:
Total charge: 0
E_HOMO: -10.425 eV
HOMO-LUMO gap: 10.55 eV

# 2
Computed, not measured: a structure of composition C37H64AsN4S2SbSi3Sn, with the ωB97M-V functional and the def2-TZVPD basis.

Last column: Löwdin charge in e.
Element x y z (Å)
Sn1 0.08057 -1.52358 0.49903  0.321
C1 -0.38214 -6.85908 -1.64381  -0.008
N1 -0.51113 -5.41922 -1.37942  0.020
C2 -0.99239 -4.81269 -0.31690  -0.707
S1 -1.52351 -3.13022 -0.53057  0.631
N2 -1.21862 -5.37385 0.85761  0.012
C3 -0.86111 -6.71070 1.34954  -0.020
H1 -0.45983 -6.99310 -2.71886  0.104
H2 -1.19182 -7.40680 -1.17244  0.097
H3 0.58293 -7.23957 -1.31470  0.094
H4 -0.29136 -4.80741 -2.15767  0.103
H5 -1.72914 -4.79010 1.50017  0.112
H6 0.06932 -7.04336 0.90425  0.070
H7 -1.65207 -7.43080 1.15019  0.106
H8 -0.71787 -6.63551 2.42449  0.105
C4 -2.60925 -2.21189 3.49862  -0.013
N3 -1.52631 -1.66682 4.29081  -0.126
C5 -1.79944 -1.02601 5.59470  -0.054
C6 -0.39206 -0.77403 6.16793  -0.060
N4 0.46401 -1.16373 5.03717  0.056
C7 -0.23136 -1.70690 4.05214  -0.698
S2 0.60661 -2.50736 2.73799  0.632
H9 -3.07777 -3.04202 4.02966  0.117
H10 -2.22735 -2.55076 2.53812  0.034
H11 -3.36076 -1.44254 3.32327  0.094
H12 -2.39369 -1.69686 6.21311  0.143
H13 -2.36333 -0.10742 5.43404  0.123
H14 -0.17480 -1.39661 7.03388  0.137
H15 -0.22696 0.26774 6.43116  0.132
H16 1.47134 -1.16776 5.05870  0.158
C8 3.40021 0.46965 0.89535  -0.072
C9 3.91146 0.43637 -0.51749  -0.307
C10 4.71791 1.45541 -1.01035  -0.015
C11 5.20816 1.41794 -2.30913  -0.029
C12 4.90364 0.35619 -3.14766  -0.043
C13 4.10058 -0.67334 -2.68087  -0.110
C14 3.61075 -0.62174 -1.37875  -0.336
Sb1 2.55086 -2.29008 -0.69196  1.542
C15 3.90946 -3.36787 0.49526  -0.316
C16 5.19057 -2.82047 0.58126  -0.104
C17 6.17725 -3.48618 1.28907  -0.040
C18 5.88127 -4.69472 1.90320  -0.026
C19 4.60787 -5.23431 1.80755  -0.019
C20 3.59519 -4.58393 1.10783  -0.306
C21 2.22916 -5.21263 1.04824  -0.083
C22 2.08951 -3.45144 -2.38282  -0.343
C23 2.68144 -4.70855 -2.48243  -0.112
C24 2.39853 -5.52285 -3.57026  -0.058
C25 1.51290 -5.07922 -4.54197  -0.040
C26 0.93640 -3.81734 -4.44459  -0.021
C27 1.22515 -2.96892 -3.37642  -0.318
C28 0.67624 -1.56850 -3.35882  -0.055
H17 3.77037 1.34473 1.42648  0.094
H18 3.71493 -0.41102 1.46481  0.080
H19 2.30612 0.52243 0.91182  0.006
H20 4.97537 2.28597 -0.36494  0.125
H21 5.84073 2.22032 -2.66432  0.124
H22 5.29619 0.32159 -4.15459  0.122
H23 3.87705 -1.51420 -3.32802  0.106
H24 5.43184 -1.88992 0.08149  0.101
H25 7.17350 -3.06986 1.34765  0.124
H26 6.64851 -5.22620 2.45000  0.126
H27 4.39526 -6.18610 2.27945  0.128
H28 2.31890 -6.29435 0.94043  0.096
H29 1.64021 -4.84889 0.20027  0.028
H30 1.66742 -5.02268 1.96572  0.052
H31 3.38043 -5.05009 -1.72709  0.106
H32 2.87737 -6.48860 -3.66397  0.124
H33 1.28872 -5.70409 -5.39693  0.126
H34 0.27798 -3.46934 -5.23134  0.128
H35 -0.05932 -1.42615 -4.14853  0.097
H36 1.46824 -0.83147 -3.50604  0.086
H37 0.17917 -1.32810 -2.41386  -0.005
C29 -4.52372 15.62566 -6.07737  -0.155
Si1 -3.10195 14.75439 -6.80318  0.918
C30 -1.43937 14.89921 -6.07464  -0.157
C31 -3.30814 13.79388 -8.33703  -0.156
As1 -0.63899 0.85749 -0.13874  0.724
Si2 -0.75193 2.02800 1.96732  0.259
C32 0.80519 1.68270 2.93818  -0.211
C33 -0.80316 3.80205 1.41750  -0.206
C34 -2.25777 1.54830 2.96011  -0.198
Si3 -2.97106 0.57440 -0.76303  0.259
C35 -3.53383 2.34354 -0.87956  -0.211
C36 -2.93647 -0.25904 -2.42839  -0.216
C37 -3.99608 -0.38803 0.46321  -0.202
H38 -4.69877 16.52386 -6.68624  0.072
H39 -4.35428 15.94393 -5.05024  0.055
H40 -5.43542 15.02877 -6.14732  0.060
H41 -0.90380 15.67369 -6.64078  0.070
H42 -0.86511 13.97868 -6.18978  0.057
H43 -1.46136 15.20784 -5.03067  0.054
H44 -4.28801 13.93532 -8.79040  0.056
H45 -3.17300 12.72877 -8.11814  0.062
H46 -2.52760 14.06183 -9.05480  0.063
H47 1.67371 2.13170 2.45659  0.029
H48 1.00809 0.61921 3.08364  -0.009
H49 0.70799 2.14459 3.92500  0.051
H50 0.11276 4.07583 0.89136  0.044
H51 -0.88844 4.44756 2.29588  0.054
H52 -1.64940 4.02032 0.76602  0.023
H53 -2.31128 0.46896 3.11230  -0.007
H54 -3.18388 1.86933 2.48192  0.033
H55 -2.21149 2.03811 3.93713  0.051
H56 -2.89129 2.93752 -1.53154  0.044
H57 -3.59095 2.82958 0.09510  0.023
H58 -4.53971 2.35897 -1.30892  0.055
H59 -2.55371 0.41891 -3.19324  0.047
H60 -3.95244 -0.54463 -2.71260  0.053
H61 -2.32656 -1.16330 -2.44383  -0.023
H62 -4.13538 0.15776 1.39666  0.017
H63 -3.58556 -1.37295 0.68572  -0.012
H64 -4.98519 -0.54450 0.02312  0.056

Values from the calculation:
Total charge: +4
E_HOMO: -16.778 eV
ΔE to the lowest compared entry with this formula, charge and spin: 0.000 eV
HOMO-LUMO gap: 7.37 eV

Number 1: calculated total energy -122111.5493 eV. Number 2: calculated total energy -163850.1835 eV.